Entry P
C53H60AsCl5N4O3STi | ωB97M-V/def2-TZVPD

Element x y z (Å)
Ti1 0.43536 -0.04769 0.25867
C1 -5.62301 1.87244 -3.93105
C2 -5.57707 0.94837 -2.70654
C3 -6.50673 -0.25249 -2.93000
C4 -6.07377 1.72804 -1.48952
C5 -4.14972 0.44548 -2.51292
C6 -3.42486 0.67507 -1.36394
C7 -2.12303 0.19634 -1.26688
N1 -1.30108 0.46163 -0.16969
C8 -1.67541 1.24907 0.94649
C9 -2.42008 2.42879 0.91276
C10 -2.76989 3.03382 2.10320
C11 -2.35765 2.43206 3.30243
C12 -1.52846 1.32369 3.38697
C13 -1.14342 0.77551 2.15421
O1 -0.18678 -0.20099 1.98687
C14 -1.09464 0.77822 4.75282
C15 0.22019 1.45354 5.16711
C16 -2.14290 1.10338 5.82695
C17 -0.92718 -0.74758 4.74910
C18 -3.61873 4.30203 2.16078
C19 -4.95033 3.97828 2.85377
C20 -2.87134 5.38005 2.95773
C21 -3.91811 4.85438 0.76778
C22 -1.57345 -0.61869 -2.25541
O2 -0.32394 -1.17747 -1.76991
C23 -2.28138 -0.89645 -3.44520
C24 -3.53597 -0.29193 -3.51986
C25 -1.88872 -1.80787 -4.62739
C26 -0.73445 -1.21927 -5.45433
C27 -3.03425 -1.97666 -5.63894
C28 -1.59131 -3.21578 -4.08885
H1 -6.63760 2.24509 -4.07720
H2 -5.32811 1.35347 -4.84370
H3 -4.96101 2.73047 -3.79979
H4 -7.53226 0.09210 -3.06873
H5 -6.48747 -0.92692 -2.07221
H6 -6.22684 -0.82246 -3.81655
H7 -7.09486 2.06546 -1.66706
H8 -5.46409 2.61521 -1.30376
H9 -6.08355 1.11338 -0.58680
H10 -3.85547 1.21041 -0.53626
H11 -2.71515 2.84891 -0.03586
H12 -2.69991 2.87993 4.22304
H13 0.09465 2.53600 5.22605
H14 1.02440 1.25144 4.45618
H15 0.53753 1.09269 6.14751
H16 -2.21217 2.17037 6.03608
H17 -1.85812 0.61612 6.75970
H18 -3.13175 0.73971 5.54452
H19 -0.11672 -1.08568 4.10663
H20 -1.84369 -1.23974 4.41880
H21 -0.71460 -1.08577 5.76430
H22 -4.80187 3.62565 3.87512
H23 -5.49747 3.20867 2.30608
H24 -5.57423 4.87191 2.89889
H25 -2.66935 5.06495 3.98195
H26 -3.47136 6.28951 3.00612
H27 -1.91942 5.62642 2.48284
H28 -4.50317 4.15314 0.16944
H29 -3.00468 5.10145 0.22219
H30 -4.50436 5.76873 0.85916
H31 -4.10613 -0.45292 -4.41881
H32 -0.99607 -0.21854 -5.80407
H33 -0.56906 -1.84642 -6.33167
H34 0.20739 -1.15185 -4.92675
H35 -3.26666 -1.05557 -6.17529
H36 -3.94299 -2.36153 -5.17584
H37 -2.71225 -2.70992 -6.37917
H38 -1.17608 -3.19766 -3.08880
H39 -0.90670 -3.75756 -4.74513
H40 -2.51502 -3.79230 -4.02443
N2 2.60350 0.00383 2.77542
N3 3.04786 1.33336 2.92012
C29 2.68943 2.29612 2.08167
N4 3.23295 3.50319 2.26543
S1 1.58457 2.15367 0.78457
H41 1.62828 -0.04204 3.07976
H42 3.14023 -0.56156 3.42654
H43 3.82966 1.48736 3.53954
H44 3.79858 3.72308 3.06925
H45 2.94096 4.26114 1.67179
Cl1 0.89166 -3.87939 -2.07755
C30 1.34804 -2.46142 -2.92427
C31 0.76914 -1.24203 -2.60687
C32 1.38995 -0.06528 -3.00597
Cl2 0.83922 1.39799 -2.27270
C33 2.46372 -0.08154 -3.88325
Cl3 3.21908 1.38230 -4.34809
C34 2.90577 -1.31031 -4.37951
Cl4 4.15605 -1.35698 -5.54524
C35 2.35815 -2.49684 -3.88694
Cl5 2.90433 -4.00299 -4.47740
O3 1.85492 -1.27637 -0.01892
As1 3.44644 -1.80230 0.33654
C36 4.25135 -2.89425 -0.99581
C37 4.10727 -4.27813 -0.90216
C38 4.88425 -5.10048 -1.70192
C39 5.79376 -4.54473 -2.59075
C40 5.92052 -3.16617 -2.70051
C41 5.15886 -2.33433 -1.89554
C42 4.57698 -0.27750 0.51461
C43 4.45210 0.76823 -0.39120
C44 5.32903 1.84207 -0.31762
C45 6.32355 1.86180 0.65027
C46 6.44825 0.80895 1.54995
C47 5.57509 -0.26723 1.48375
C48 3.28428 -2.87193 1.90672
C49 2.05359 -2.98418 2.54724
C50 1.94883 -3.76968 3.68509
C51 3.06534 -4.43209 4.18098
C52 4.28850 -4.32547 3.53337
C53 4.40123 -3.55019 2.38794
H46 3.41326 -4.71551 -0.19558
H47 4.78361 -6.17454 -1.62502
H48 6.40731 -5.18947 -3.20594
H49 6.62576 -2.73824 -3.39976
H50 5.29680 -1.26227 -1.95683
H51 3.67575 0.76140 -1.14892
H52 5.23725 2.65741 -1.02302
H53 7.01408 2.69328 0.69800
H54 7.23503 0.81889 2.29255
H55 5.68044 -1.08761 2.18404
H56 1.17917 -2.47556 2.16043
H57 0.99188 -3.87053 4.17959
H58 2.97911 -5.04265 5.06960
H59 5.15240 -4.85496 3.91135
H60 5.35126 -3.50096 1.86725

Summary:
2S+1: 1
Molecular weight (g mol⁻¹): 1133.21
HOMO level (eV): -12.379
LUMO energy (eV): -5.3
Total charge: +2



Entry Q
C53H60AsCl5N4O3STi | ωB97M-V/def2-TZVPD

Element x y z (Å)
Ti1 0.73986 -0.31289 -0.92531
C1 -1.82884 2.40583 5.56900
C2 -1.15178 3.47241 4.69999
C3 -2.20954 4.48294 4.23248
C4 -0.10791 4.19862 5.55266
C5 -0.52353 2.84446 3.45741
C6 -1.12097 1.75151 2.83861
C7 -0.57767 1.21728 1.68602
N1 -1.10345 0.01200 1.09289
C8 -2.12723 0.11358 0.08361
C9 -3.17392 1.01810 0.13965
C10 -4.12068 1.05843 -0.87675
C11 -3.99289 0.13932 -1.92198
C12 -2.92422 -0.74928 -2.05200
C13 -1.96380 -0.69162 -1.03963
O1 -0.73915 -1.31010 -1.17064
C14 -2.78763 -1.70172 -3.24265
C15 -2.61390 -3.13534 -2.71926
C16 -4.03007 -1.67795 -4.13608
C17 -1.58419 -1.31115 -4.11163
C18 -5.23590 2.10460 -0.85307
C19 -6.44092 1.66773 -1.69021
C20 -4.66711 3.40869 -1.43156
C21 -5.71556 2.36053 0.58086
C22 0.57947 1.77251 1.12354
O2 1.08300 1.14979 0.01820
C23 1.21099 2.87375 1.70031
C24 0.62381 3.36489 2.87039
C25 2.52265 3.50593 1.21392
C26 2.43746 5.03932 1.29577
C27 3.64699 3.00495 2.13217
C28 2.89365 3.16095 -0.23262
H1 -2.16878 2.85648 6.50173
H2 -1.14158 1.59512 5.82097
H3 -2.70876 1.97475 5.08790
H4 -2.70385 4.93924 5.09194
H5 -2.97459 3.99584 3.62305
H6 -1.75638 5.27963 3.63924
H7 -0.57477 4.56081 6.46880
H8 0.30791 5.07015 5.04531
H9 0.71409 3.53730 5.83435
H10 -2.00492 1.29047 3.25823
H11 -3.24226 1.67779 0.99341
H12 -4.75389 0.12929 -2.68488
H13 -3.49023 -3.44517 -2.14688
H14 -1.73732 -3.23126 -2.07996
H15 -2.50395 -3.82047 -3.56280
H16 -4.93189 -1.95929 -3.59007
H17 -3.89634 -2.39793 -4.94438
H18 -4.19182 -0.70214 -4.59728
H19 -0.64181 -1.33447 -3.56627
H20 -1.71365 -0.30959 -4.53210
H21 -1.50218 -2.00536 -4.95031
H22 -6.20931 1.60667 -2.75452
H23 -7.24261 2.39857 -1.58232
H24 -6.82479 0.69921 -1.36432
H25 -4.34224 3.26768 -2.46582
H26 -3.81555 3.75681 -0.83972
H27 -5.42255 4.19623 -1.42278
H28 -6.03140 1.43459 1.06589
H29 -6.57062 3.03689 0.56570
H30 -4.95022 2.83207 1.19974
H31 1.10798 4.19650 3.35739
H32 2.35114 5.40834 2.31568
H33 1.58588 5.41677 0.72590
H34 3.34568 5.47563 0.87798
H35 3.46447 3.27838 3.17209
H36 4.60128 3.44273 1.83020
H37 3.73454 1.91639 2.07975
H38 2.09136 3.41402 -0.93021
H39 3.13564 2.10808 -0.36537
H40 3.77214 3.74645 -0.50905
N2 -0.81696 1.73684 -1.90906
N3 -0.10676 2.63562 -2.70226
C29 1.02755 2.25223 -3.28610
N4 1.63885 3.11705 -4.08941
S1 1.69875 0.70532 -3.05106
H41 -1.66880 1.44208 -2.38258
H42 -1.07142 2.18916 -1.03747
H43 -0.50679 3.54238 -2.89822
H44 1.24723 4.01742 -4.31510
H45 2.50344 2.85255 -4.53030
Cl1 -3.84487 -0.66841 2.48649
C30 -2.34985 -1.49092 2.68972
C31 -1.19242 -1.08645 2.01379
C32 -0.01694 -1.76358 2.33285
Cl2 1.44360 -1.33232 1.49654
C33 0.06168 -2.73648 3.31857
Cl3 1.57637 -3.36605 3.82322
C34 -1.10922 -3.15575 3.94330
Cl4 -1.05497 -4.38637 5.12671
C35 -2.31646 -2.54595 3.60847
Cl5 -3.75032 -3.05182 4.38946
O3 2.08867 -1.47315 -1.43980
As1 3.04944 -2.87769 -1.13183
C36 4.29062 -2.31300 0.18835
C37 4.95497 -3.20458 1.02536
C38 5.87031 -2.71643 1.94621
C39 6.12277 -1.35399 2.02131
C40 5.47044 -0.47116 1.17145
C41 4.55182 -0.94511 0.24835
C42 3.87478 -3.27808 -2.78552
C43 3.95209 -2.34024 -3.80636
C44 4.60798 -2.68322 -4.97964
C45 5.18044 -3.93970 -5.11873
C46 5.09912 -4.87062 -4.09092
C47 4.44064 -4.54412 -2.91648
C48 1.84583 -4.26285 -0.67294
C49 1.86117 -4.92133 0.54984
C50 0.92164 -5.91114 0.80053
C51 -0.01932 -6.23423 -0.16634
C52 -0.03025 -5.57255 -1.38852
C53 0.90603 -4.58764 -1.65136
H46 4.78739 -4.27238 0.96393
H47 6.38964 -3.40313 2.60075
H48 6.83903 -0.97996 2.74065
H49 5.67996 0.58907 1.22387
H50 4.04562 -0.25168 -0.41280
H51 3.50866 -1.35965 -3.69721
H52 4.67280 -1.96736 -5.78786
H53 5.69255 -4.19875 -6.03569
H54 5.54274 -5.85002 -4.20575
H55 4.36529 -5.28039 -2.12367
H56 2.57425 -4.66071 1.31781
H57 0.92727 -6.42682 1.75167
H58 -0.74680 -7.01067 0.03045
H59 -0.76658 -5.82748 -2.13877
H60 0.89640 -4.07707 -2.60811

Summary:
2S+1: 1
Molecular weight (g mol⁻¹): 1133.21
HOMO level (eV): -12.965
LUMO energy (eV): -5.3
Total charge: +2



Here is how they stack up, most stable first: entry Q, entry P.